19
Properties=species:S:1:pos:R:3 method="wB97M-V/def2-TZVPD" e_homo_ev="-7.81 / -7.95" charge=0 homo_lumo_gap_ev="8.43 / 7.81" e_tot_ha=-670.91698 relative_energy_ev=5.885 lumo_energy_ev="0.618 / -0.132"
C 0.09 -1.57 2.21
C 1.05 0.06 -1.61
C -0.52 2.64 -0.78
C 0.20 -2.07 0.84
C -0.31 -0.07 -1.05
O -1.92 0.80 0.86
S -0.55 0.94 0.34
H -0.40 -0.62 2.15
H -0.69 -2.03 2.89
H 0.98 -1.39 2.70
H 1.36 -0.89 -1.84
H 1.55 0.62 -0.91
H 1.06 0.48 -2.60
H 0.38 2.69 -1.22
H -0.72 3.56 -0.11
H -1.42 2.51 -1.35
H -0.40 -2.93 0.42
H 1.23 -1.86 0.39
H -0.97 -0.86 -1.33


19
Properties=species:S:1:pos:R:3 method="wB97M-V/def2-TZVPD" e_homo_ev=-9.72 charge=0 homo_lumo_gap_ev=7.80 e_tot_ha=-1570.87022 lumo_energy_ev=-1.911
C -0.44 0.36 0.60
C -2.11 1.43 -1.11
C 0.77 -0.52 -1.50
C 2.08 0.46 0.44
C 0.16 -0.92 1.02
C 0.80 -0.16 -0.05
O -2.29 -1.39 -0.70
P -2.13 -0.03 -0.19
Cl -3.43 0.04 1.44
Cl -2.99 2.62 -0.34
H 0.04 -1.33 -1.81
H 0.81 0.35 -2.14
H 1.87 -0.98 -1.61
H 2.86 -0.25 0.43
H 1.83 0.76 1.41
H 2.55 1.28 -0.07
H -0.44 1.06 1.45
H -0.41 -1.86 0.64
H 0.47 -0.93 2.10


83
Properties=species:S:1:pos:R:3 method="wB97M-V/def2-TZVPD" e_homo_ev="-19.14 / -19.11" charge=+4 homo_lumo_gap_ev="4.97 / 3.01" s2=2.154 e_tot_ha=-4639.94418 multiplicity=3 lumo_energy_ev="-14.166 / -16.095"
C 2.18 4.15 -1.09
C 1.26 3.33 -1.79
C 1.27 3.36 -3.22
C 2.19 4.21 -3.85
N 3.08 4.92 -3.16
C 3.07 4.95 -1.83
C 0.37 2.52 -1.09
C -0.65 2.38 -0.30
C -2.01 2.65 0.08
C -2.54 1.49 0.60
C -3.86 1.41 1.04
C -4.61 2.56 0.87
C -4.16 3.76 0.29
C -2.83 3.79 -0.10
W -0.67 0.21 0.24
P 1.80 -0.23 -0.34
H 0.58 2.75 -3.79
H 2.18 4.17 0.00
H 2.20 4.27 -4.94
H 3.78 5.59 -1.31
H -2.38 4.67 -0.56
H -2.11 0.42 0.86
H -4.81 4.60 0.18
H -4.29 0.55 1.49
C 2.45 -1.95 -0.05
C 3.55 -2.47 -0.98
H 1.58 -2.62 -0.07
H 2.79 -1.95 1.00
H 3.74 -3.52 -0.73
H 3.28 -2.42 -2.04
H 4.50 -1.93 -0.84
C 2.08 0.03 -2.16
C 3.46 0.42 -2.68
H 1.37 0.81 -2.45
H 1.73 -0.90 -2.63
H 3.40 0.47 -3.77
H 3.80 1.40 -2.33
H 4.24 -0.32 -2.44
C 3.04 0.89 0.42
C 4.49 0.41 0.46
H 2.69 1.11 1.44
H 2.94 1.84 -0.14
H 5.07 1.13 1.05
H 4.59 -0.58 0.93
H 4.94 0.36 -0.54
Br -6.36 2.41 1.58
P -1.59 -1.51 -1.41
C -0.53 -2.53 -2.54
C -1.10 -3.83 -3.11
H 0.39 -2.74 -1.97
H -0.23 -1.86 -3.37
H -0.31 -4.31 -3.72
H -1.39 -4.54 -2.32
H -1.96 -3.66 -3.78
C -2.59 -2.73 -0.42
C -3.87 -3.28 -1.05
H -2.83 -2.22 0.52
H -1.89 -3.54 -0.13
H -4.37 -3.91 -0.31
H -4.56 -2.47 -1.33
H -3.67 -3.91 -1.93
C -2.71 -0.53 -2.51
C -3.22 -1.17 -3.81
H -2.12 0.37 -2.77
H -3.54 -0.17 -1.88
H -3.87 -0.43 -4.31
H -2.41 -1.42 -4.50
H -3.83 -2.07 -3.62
C -0.05 -1.17 5.19
N -0.02 -2.21 4.18
C 0.23 -3.58 4.59
C -0.05 -1.98 2.85
C -0.24 -0.52 2.35
O 0.03 -2.90 2.03
H -0.02 -1.61 6.19
H -0.98 -0.57 5.10
H 0.81 -0.48 5.08
H -0.54 -4.25 4.20
H 1.21 -3.93 4.22
H 0.23 -3.62 5.68
H 0.55 -0.35 1.51
H -1.34 -0.38 2.15
H 0.01 0.20 3.15


88
Properties=species:S:1:pos:R:3 method="wB97M-V/def2-TZVPD" e_homo_ev="-1.99 / -2.51" charge=-2 homo_lumo_gap_ev="6.27 / 6.07" s2=6.041 e_tot_ha=-3148.88321 relative_energy_ev=0.024 multiplicity=5 lumo_energy_ev="4.280 / 3.568"
Pd 0.88 -1.78 0.01
C -0.77 -4.01 4.01
C -0.57 -3.43 2.63
S 1.05 -3.00 2.25
C -1.63 -3.31 1.77
C -3.03 -3.72 2.19
S -1.48 -2.77 0.18
H 0.19 -4.12 4.52
H -1.25 -5.00 3.96
H -1.41 -3.36 4.62
H -3.22 -3.50 3.24
H -3.19 -4.80 2.04
H -3.77 -3.19 1.60
C -0.56 4.98 -1.34
C -0.41 4.03 -0.15
C -0.18 4.79 1.14
O -1.58 3.21 -0.06
C -1.28 1.90 -0.56
C 0.15 2.07 -1.13
O 0.66 3.15 -0.34
C 1.22 0.95 -1.22
O 1.45 0.31 -0.03
C 2.51 1.71 -1.66
C 3.58 1.77 -0.77
C 4.74 2.46 -1.12
C 4.84 3.09 -2.35
C 3.78 3.02 -3.25
C 2.63 2.32 -2.90
C 0.89 -0.03 -2.37
C -0.27 -0.03 -3.13
C -0.48 -0.98 -4.12
C 0.48 -1.96 -4.36
C 1.65 -1.97 -3.62
C 1.85 -1.00 -2.64
C -1.60 0.72 0.44
O -1.06 -0.40 -0.18
C -3.14 0.48 0.40
C -3.67 0.05 -0.82
C -5.01 -0.26 -0.97
C -5.88 -0.16 0.11
C -5.37 0.23 1.34
C -4.02 0.55 1.48
C -1.15 1.02 1.89
C -0.30 0.17 2.56
C 0.07 0.38 3.88
C -0.43 1.47 4.58
C -1.31 2.33 3.93
C -1.67 2.11 2.61
H -1.38 5.68 -1.15
H -0.79 4.42 -2.25
H 0.37 5.53 -1.48
H -1.08 5.35 1.40
H 0.66 5.48 1.00
H 0.06 4.09 1.93
H -1.94 1.72 -1.41
H 0.03 2.43 -2.16
H 3.49 1.23 0.16
H 5.57 2.48 -0.43
H 5.75 3.62 -2.63
H 3.86 3.49 -4.22
H 1.81 2.24 -3.62
H -1.05 0.70 -2.95
H -1.40 -0.98 -4.68
H 0.30 -2.73 -5.11
H 2.39 -2.74 -3.78
H 2.77 -1.01 -2.06
H -2.99 -0.10 -1.65
H -5.38 -0.60 -1.93
H -6.93 -0.40 0.01
H -6.02 0.29 2.21
H -3.65 0.81 2.46
H 0.09 -0.69 2.04
H 0.76 -0.31 4.35
H -0.14 1.65 5.61
H -1.72 3.18 4.46
H -2.36 2.79 2.13
N 3.62 -4.20 -0.57
C 3.97 -3.02 0.06
N 5.20 -2.78 0.47
N 5.14 -1.54 1.00
N 3.94 -1.07 0.91
N 3.16 -2.00 0.31
C 2.34 -4.59 -0.91
N 2.07 -5.80 -1.35
N 0.74 -5.76 -1.64
N 0.26 -4.60 -1.37
N 1.26 -3.81 -0.91
H 4.31 -4.93 -0.54


9
Properties=species:S:1:pos:R:3 method="wB97M-V/def2-TZVPD" e_homo_ev=-8.95 charge=0 smiles=Oc1cocn1 homo_lumo_gap_ev=9.87 e_tot_ha=-321.33434 relative_energy_ev=1.178 lumo_energy_ev=0.912
O -0.03 0.72 -1.90
C -0.04 0.25 -0.64
C -0.87 -0.68 -0.12
O -0.53 -0.83 1.20
C 0.49 0.01 1.38
N 0.83 0.69 0.33
H 0.84 1.12 -2.05
H -1.62 -1.34 -0.54
H 0.94 0.04 2.36


72
Properties=species:S:1:pos:R:3 method="wB97M-V/def2-TZVPD" e_homo_ev="-13.09 / -13.09" charge=+2 homo_lumo_gap_ev="4.12 / 4.17" e_tot_ha=-1866.66539 lumo_energy_ev="-8.967 / -8.919"
Ru -0.37 0.30 0.25
C 1.18 0.55 -1.63
C 1.36 -0.67 -0.97
C 0.10 -1.40 -1.10
C -0.83 -0.48 -1.71
C -0.15 0.70 -2.10
C -0.79 1.88 -2.78
C -1.30 1.43 -4.16
C 0.22 3.02 -2.94
C -1.99 2.39 -1.95
C -0.34 -2.83 -0.71
C -1.80 -3.02 -1.14
C 0.51 -3.84 -1.51
C -0.26 -3.14 0.80
C 2.76 -1.06 -0.50
C 3.54 0.20 -0.08
C 3.49 -1.70 -1.69
C 2.77 -2.01 0.70
H 1.97 1.27 -1.78
H -1.81 -0.73 -2.07
H -0.47 1.07 -4.78
H -1.76 2.27 -4.67
H -2.04 0.63 -4.07
H 1.09 2.70 -3.52
H 0.56 3.38 -1.96
H -0.24 3.85 -3.46
H -2.85 1.72 -2.03
H -2.29 3.37 -2.32
H -1.73 2.51 -0.91
H -1.93 -2.91 -2.22
H -2.47 -2.33 -0.63
H -2.10 -4.03 -0.88
H 0.51 -3.60 -2.57
H 0.08 -4.83 -1.39
H 1.54 -3.88 -1.16
H -0.23 -2.25 1.43
H 0.61 -3.75 1.05
H -1.14 -3.72 1.09
H 3.81 0.83 -0.94
H 4.48 -0.10 0.39
H 2.98 0.80 0.64
H 3.48 -1.03 -2.56
H 3.04 -2.65 -1.99
H 4.53 -1.89 -1.42
H 2.16 -1.63 1.52
H 3.80 -2.12 1.06
H 2.43 -3.01 0.43
Cl 3.03 5.15 5.02
C 2.41 4.29 3.71
C 2.55 4.81 2.40
C 2.03 4.13 1.34
C 1.33 2.88 1.53
O 0.82 2.30 0.55
C 1.25 2.34 2.88
C 0.66 1.04 3.17
O 0.19 0.26 2.35
C 1.77 3.05 3.93
H 3.06 5.75 2.26
H 2.12 4.51 0.33
H 0.64 0.74 4.23
H 1.70 2.66 4.94
C -5.36 -1.42 1.35
N -4.10 -1.13 2.07
C -3.97 -1.59 3.46
C -3.13 -0.50 1.50
N -2.26 0.05 0.96
H -6.19 -1.09 1.97
H -5.45 -2.49 1.16
H -5.38 -0.88 0.41
H -4.79 -1.18 4.06
H -3.02 -1.26 3.87
H -4.02 -2.68 3.49


63
Properties=species:S:1:pos:R:3 method="wB97M-V/def2-TZVPD" e_homo_ev=-15.05 charge=+2 homo_lumo_gap_ev=8.06 e_tot_ha=-2041.35797 relative_energy_ev=0.087 lumo_energy_ev=-6.986
In -0.23 -0.97 -1.35
N 1.90 -1.55 -1.68
C 2.66 -1.57 -0.43
C 4.04 -1.56 -0.51
C 4.81 -1.63 0.64
C 4.20 -1.72 1.88
C 2.82 -1.72 1.97
C 2.03 -1.63 0.82
P 0.25 -1.58 1.00
C -0.37 -3.13 1.62
C -0.68 -3.28 2.97
C -1.07 -4.53 3.44
C -1.15 -5.61 2.58
C -0.84 -5.46 1.23
C -0.45 -4.22 0.75
C -0.23 -0.21 2.04
C -1.58 -0.11 2.42
C -1.98 0.93 3.24
C -1.05 1.87 3.68
C 0.28 1.79 3.28
C 0.69 0.75 2.46
H 2.25 -0.77 -2.26
H 2.07 -2.42 -2.19
H 4.52 -1.50 -1.48
H 5.89 -1.63 0.56
H 4.79 -1.80 2.78
H 2.34 -1.78 2.94
H -0.61 -2.44 3.65
H -1.32 -4.65 4.49
H -1.46 -6.57 2.95
H -0.90 -6.30 0.56
H -0.19 -4.11 -0.30
H -2.30 -0.84 2.09
H -3.01 1.01 3.54
H -1.37 2.67 4.33
H 0.99 2.52 3.62
H 1.73 0.68 2.16
O -3.12 -2.01 -2.84
C -2.04 -2.00 -2.57
C -1.37 3.47 0.31
C -2.10 3.54 -1.03
C -1.30 2.90 -2.18
C -2.14 2.94 -3.49
C -1.47 2.33 -4.71
C -0.02 3.70 -2.42
O -0.04 4.90 -2.53
N 1.18 3.00 -2.59
C 1.37 1.67 -2.39
O 2.43 1.10 -2.55
N 0.24 0.96 -1.98
C -0.99 1.48 -1.87
O -1.86 0.63 -1.52
H -1.97 3.92 1.10
H -0.42 4.02 0.28
H -1.16 2.44 0.61
H -2.27 4.58 -1.31
H -3.06 3.04 -0.97
H -2.37 3.99 -3.67
H -3.08 2.43 -3.27
H -0.53 2.83 -4.96
H -2.12 2.41 -5.57
H -1.26 1.26 -4.57
H 2.00 3.55 -2.84


20
Properties=species:S:1:pos:R:3 method="wB97M-V/def2-TZVPD" e_homo_ev=-8.03 charge=0 smiles=CCc1c(Br)c(N)nn1C homo_lumo_gap_ev=8.85 e_tot_ha=-2972.90885 relative_energy_ev=0.000 lumo_energy_ev=0.815
C -0.66 1.35 -1.26
C -0.56 0.37 -0.29
C 0.08 2.45 -0.79
C -0.14 -2.01 -0.88
C 0.59 0.32 1.93
C -1.12 -1.01 -0.26
N 0.60 2.16 0.39
N 0.20 0.90 0.69
N 0.21 3.68 -1.38
Br -1.58 1.22 -2.91
H 0.06 -1.75 -1.92
H -0.56 -3.01 -0.85
H 0.80 -2.01 -0.34
H 1.17 -0.60 1.78
H 1.21 1.05 2.45
H -0.29 0.08 2.54
H -1.35 -1.30 0.76
H -2.05 -1.02 -0.84
H 0.14 3.68 -2.39
H 0.96 4.24 -1.01


18
Properties=species:S:1:pos:R:3 method="wB97M-V/def2-TZVPD" e_homo_ev=-8.73 charge=0 smiles="C=CCC(=C)C(O)O" homo_lumo_gap_ev=9.39 e_tot_ha=-384.96959 relative_energy_ev=3.614 lumo_energy_ev=0.662
C -1.66 0.98 -0.58
C -0.25 -0.96 -0.06
C 0.02 0.43 -0.07
C 1.21 -1.59 0.72
C 0.97 1.32 0.04
C 2.15 -2.23 0.05
O -1.50 2.28 -1.07
O -2.55 0.86 0.50
H -2.20 1.37 1.24
H -1.78 2.96 -0.45
H -2.10 0.38 -1.38
H -1.08 -1.24 0.58
H -0.26 -1.42 -1.04
H 1.23 -1.50 1.80
H 0.76 2.36 -0.14
H 1.97 1.03 0.35
H 2.96 -2.77 0.53
H 2.13 -2.29 -1.03


85
Properties=species:S:1:pos:R:3 method="wB97M-V/def2-TZVPD" e_homo_ev=-8.18 charge=0 smiles=CCN(CC)CC.CCN(CC)CC.CCN(CC)CC.C1CCOC1.CO homo_lumo_gap_ev=8.65 e_tot_ha=-1225.08579 relative_energy_ev=0.000 lumo_energy_ev=0.465
C -1.77 -5.82 -4.82
C -0.73 -6.39 -3.81
N -1.15 -7.65 -3.18
C 0.09 -8.19 -2.68
C 1.01 -8.76 -3.72
C -2.27 -7.58 -2.22
C -3.03 -8.86 -2.07
H -2.32 -6.56 -5.39
H -1.38 -5.13 -5.56
H -2.56 -5.31 -4.27
H 0.17 -6.48 -4.42
H -0.58 -5.57 -3.10
H 0.65 -7.50 -2.05
H -0.17 -9.00 -2.00
H 1.74 -9.29 -3.11
H 0.46 -9.46 -4.34
H 1.60 -8.07 -4.32
H -3.06 -6.91 -2.55
H -2.02 -7.19 -1.23
H -2.26 -9.59 -1.86
H -3.49 -9.12 -3.02
H -3.84 -8.72 -1.35
C -4.79 5.49 4.07
C -5.85 5.52 5.25
N -6.46 6.87 5.56
C -5.48 7.82 6.15
C -6.26 8.82 7.08
C -7.22 7.48 4.45
C -8.38 6.64 3.98
H -3.96 6.03 4.54
H -5.22 5.96 3.19
H -4.58 4.44 3.85
H -6.57 4.81 4.86
H -5.35 5.05 6.10
H -4.80 7.33 6.85
H -4.99 8.35 5.34
H -7.02 8.38 7.73
H -5.65 9.46 7.72
H -6.79 9.52 6.44
H -6.62 7.74 3.58
H -7.65 8.42 4.77
H -8.97 7.25 3.30
H -9.13 6.32 4.70
H -7.99 5.70 3.57
C 5.63 4.03 -3.40
C 6.75 3.71 -2.45
N 6.79 2.34 -1.92
C 5.67 1.96 -1.05
C 5.60 2.61 0.33
C 8.09 1.99 -1.41
C 8.17 0.66 -0.70
H 5.64 3.43 -4.31
H 5.72 5.10 -3.62
H 4.70 3.73 -2.92
H 7.65 3.83 -3.05
H 6.79 4.38 -1.59
H 4.77 2.17 -1.64
H 5.70 0.89 -0.84
H 6.62 2.71 0.71
H 5.31 3.66 0.29
H 4.97 2.08 1.05
H 8.50 2.79 -0.79
H 8.77 1.84 -2.25
H 9.20 0.31 -0.61
H 7.83 -0.03 -1.47
H 7.57 0.65 0.21
C 5.27 -5.46 -1.11
O 5.61 -6.81 -1.12
H 5.82 -4.91 -0.34
H 5.31 -4.99 -2.09
H 4.26 -5.42 -0.70
H 6.34 -6.92 -1.73
C -2.05 -0.04 -0.39
C -1.13 -0.83 -1.29
C 0.01 -1.14 -0.46
O -0.49 -0.96 0.88
C -1.38 0.10 0.97
H -2.91 -0.69 -0.23
H -2.48 0.85 -0.84
H -0.75 -0.31 -2.17
H -1.60 -1.74 -1.67
H 0.96 -0.69 -0.74
H 0.22 -2.20 -0.60
H -0.81 1.02 1.12
H -1.99 0.08 1.88